[1]
ORCA calculation (ωB97M-V/def2-TZVPD) on a cluster of 5 separate species, C28H72BN6 in total.

Atoms and positions in Å:
C 1.213020 -0.188392 -1.874111
C 1.964981 -1.517402 -1.912506
N 1.177709 -2.590727 -1.325849
B 1.097708 -2.615415 0.233070
C 2.535785 -3.037180 0.967664
C 3.429709 -1.894247 1.314828
N 4.502514 -1.972292 2.004514
H 0.703469 -0.054078 -0.924706
H 0.482456 -0.172665 -2.684130
H 1.903371 0.643483 -2.036214
H 2.142428 -1.752949 -2.969944
H 2.966322 -1.388416 -1.467067
H 1.600404 -3.461012 -1.630875
H 0.255206 -3.470793 0.556461
H 0.719461 -1.528527 0.675540
H 2.333040 -3.599112 1.884143
H 3.095221 -3.721604 0.317467
H 3.087559 -0.911793 0.964483
H 4.900815 -1.038844 2.104413
C -2.478779 -7.556909 -4.288491
C -2.180980 -6.351508 -3.407260
N -1.919804 -5.146063 -4.166136
C -1.322013 -4.076719 -3.370545
C -2.142249 -3.475525 -2.230878
C -2.966446 -4.749918 -5.086332
C -4.377817 -4.527627 -4.523119
H -1.693259 -7.689945 -5.034165
H -2.528856 -8.459367 -3.676867
H -3.433312 -7.461846 -4.809016
H -1.283135 -6.559848 -2.820640
H -3.000369 -6.232492 -2.679188
H -1.017332 -3.277356 -4.051667
H -0.393191 -4.461941 -2.944131
H -2.951147 -2.840530 -2.598483
H -1.480152 -2.860236 -1.618088
H -2.570442 -4.242862 -1.583511
H -3.032942 -5.506344 -5.875013
H -2.631689 -3.838087 -5.587977
H -4.688664 -5.350443 -3.877359
H -5.096485 -4.466407 -5.344533
H -4.451806 -3.604956 -3.950586
C 1.239897 -1.379269 4.059592
C 2.331133 -0.579130 4.751102
N 2.184949 0.857664 4.578700
C 3.362540 1.614790 4.946864
C 3.804323 1.600371 6.416955
C 0.911476 1.411507 4.986123
C 0.456597 1.194198 6.437021
H 1.158803 -1.104521 3.006926
H 1.486180 -2.440235 4.103645
H 0.262478 -1.250317 4.529957
H 3.290577 -0.861911 4.310893
H 2.376281 -0.873102 5.814261
H 3.208811 2.652142 4.632538
H 4.189179 1.236653 4.337386
H 3.137672 2.184579 7.051825
H 4.802517 2.035874 6.505069
H 3.853220 0.585365 6.812433
H 0.141411 1.005825 4.325357
H 0.931317 2.485455 4.774944
H 0.569995 0.153282 6.742245
H -0.602496 1.448775 6.530919
H 1.005503 1.817645 7.143424
C 1.680017 1.983575 -8.900012
C 1.775224 0.819099 -7.924611
N 0.753045 0.855482 -6.898753
C 1.011033 -0.046178 -5.785516
C 1.024785 -1.552895 -6.065611
C -0.615391 0.900637 -7.379220
C -1.086452 -0.218636 -8.318296
H 1.654887 2.932453 -8.362407
H 2.548310 1.985221 -9.560843
H 0.790949 1.921552 -9.529139
H 2.741199 0.868839 -7.415230
H 1.777737 -0.123659 -8.496861
H 0.276922 0.160394 -5.004157
H 1.978339 0.233632 -5.357993
H 0.025292 -1.947065 -6.248216
H 1.421907 -2.078429 -5.195781
H 1.655446 -1.804060 -6.920440
H -0.764544 1.856962 -7.889012
H -1.267613 0.935670 -6.503644
H -0.373578 -0.397495 -9.125043
H -2.036008 0.064245 -8.778296
H -1.244959 -1.159240 -7.793631
C -3.747933 7.322419 6.501415
C -2.253837 7.055003 6.396871
N -1.866060 5.783157 6.974843
C -0.434393 5.645053 7.171101
C 0.465997 5.651842 5.930957
C -2.549506 4.614807 6.442001
C -2.466222 4.355730 4.932556
H -4.087485 7.206493 7.531569
H -3.964617 8.342155 6.180058
H -4.330103 6.650643 5.869930
H -1.720129 7.834184 6.948493
H -1.948054 7.158827 5.343103
H -0.263868 4.720474 7.729334
H -0.116397 6.456566 7.834312
H 0.363343 4.734136 5.353793
H 1.511314 5.725532 6.238072
H 0.257934 6.497262 5.274155
H -3.604378 4.687369 6.719552
H -2.170144 3.742047 6.978962
H -2.681410 5.255157 4.353300
H -3.203182 3.602061 4.649563
H -1.490090 3.982235 4.627391

Atoms 1-6, force components in eV/Å:
C 0.253 -0.049 -0.264
C -0.210 -0.063 -0.111
N 0.133 0.252 0.033
B -0.063 -0.474 0.148
C -0.366 0.198 -0.190
C 0.121 0.109 0.149

Values from the calculation:
LUMO energy ... 2.35 eV
Highest occupied orbital energy ... -0.1451 Eh
HOMO-LUMO gap ... 6.3 eV
Total charge ... -1
Energy ... -39820.634 eV

Atom charges from the Löwdin analysis, given in e for atoms 1 to 99: -0.1114, -0.3433, -0.0745, -0.5835, -0.2128, -0.3214, 0.0436, 0.0472, 0.0431, 0.0610, 0.0774, 0.0887, 0.0635, 0.0350, 0.0357, 0.0673, 0.0825, 0.0983, 0.0117, -0.0998, -0.2793, -0.1998, -0.2413, -0.0783, -0.2554, -0.0869, 0.0757, 0.0671, 0.0587, 0.1195, 0.1016, 0.0999, 0.1020, 0.0520, 0.0568, 0.0673, 0.0966, 0.1070, 0.0620, 0.0652, 0.0521, -0.0753, -0.2656, -0.1935, -0.2524, -0.0890, -0.2488, -0.0798, 0.0645, 0.0779, 0.0655, 0.1005, 0.1000, 0.1077, 0.1074, 0.0490, 0.0652, 0.0646, 0.1064, 0.0936, 0.0649, 0.0601, 0.0488, -0.0970, -0.2811, -0.2005, -0.2425, -0.0744, -0.2488, -0.0830, 0.0777, 0.0683, 0.0608, 0.1171, 0.1012, 0.1013, 0.1130, 0.0491, 0.0592, 0.0659, 0.0983, 0.1148, 0.0629, 0.0681, 0.0518, -0.0945, -0.2802, -0.2022, -0.2497, -0.0785, -0.2444, -0.0746, 0.0779, 0.0696, 0.0635, 0.1154, 0.1026, 0.1082, 0.1075

***

[2]
ORCA calculation (ωB97M-V/def2-TZVPD) on an isolated molecule of C4H7N3 at a distorted geometry.

Atoms and positions in Å:
C 1.282453 -0.813217 -1.744690
C 0.818676 -0.423078 -0.348101
N -0.563779 0.039672 -0.443434
C -1.406793 0.551473 0.432681
N -0.932777 0.737465 1.713937
C -1.893774 1.292648 2.488981
N -2.798573 1.765178 3.037233
H 1.235013 0.051234 -2.416375
H 0.635097 -1.598139 -2.153001
H 2.307922 -1.188289 -1.737571
H 1.449255 0.377475 0.058859
H 0.872086 -1.281332 0.333519
H -0.990824 -0.078439 -1.350855
H -0.013982 0.567350 2.128818

Atoms 1-6, force components in eV/Å:
C 0.046 -0.014 -0.024
C 0.117 -0.009 0.115
N -0.308 0.065 0.007
C 0.278 -0.148 -0.234
N -0.278 0.095 -0.114
C -0.784 0.456 0.625

Values from the calculation:
LUMO energy ... 0.54 eV
Highest occupied orbital energy ... -0.3301 Eh
HOMO-LUMO gap ... 9.5 eV
Total charge ... 0
Energy ... -8729.669 eV

Electronic structure analysis, natural (NBO) charges in units of e: -0.6159, -0.2471, -0.5924, 0.2222, -0.6971, 0.4306, -0.3486, 0.2149, 0.2119, 0.2265, 0.1949, 0.1964, 0.4004, 0.4033

***

[3]
ORCA calculation (ωB97M-V/def2-TZVPD) on an isolated molecule of C4H7NO2.

Atoms and positions in Å:
C -0.195974 0.637269 -0.412851
C 1.709050 -0.842506 -0.020428
C -1.162169 1.610725 0.145787
N 0.379827 -0.336647 0.302204
C -0.754367 -1.377866 0.311610
O -1.633167 -0.898858 -0.475143
O -0.631162 -2.409041 0.909605
H 0.298333 0.936761 -1.342556
H 1.779700 -1.177197 -1.062120
H 2.464121 -0.081154 0.173090
H 1.889934 -1.696863 0.630280
H -1.643564 1.235566 1.044849
H -0.589176 2.516188 0.392461
H -1.911386 1.883622 -0.596788

Atoms 1-6, force components in eV/Å:
C 0.033 -0.312 0.216
C -0.085 0.007 -0.065
C -0.087 -0.082 -0.006
N -0.185 0.058 -0.135
C -0.110 -0.085 -0.012
O 0.334 0.183 0.114

Values from the calculation:
LUMO energy ... -0.57 eV
Highest occupied orbital energy ... -0.3553 Eh
HOMO-LUMO gap ... 9.1 eV
Total charge ... 0
Energy ... -9844.870 eV

Electronic structure analysis, natural (NBO) charges in units of e: 0.4243, -0.4231, -0.6722, -0.5075, 0.8923, -0.6828, -0.5938, 0.1840, 0.1965, 0.2037, 0.2446, 0.2471, 0.2372, 0.2499